The following is a quantum chemistry calculation of 3 unconnected molecules or ions with the total composition C12H33ClO9P3S in a non-equilibrium geometry, from the OMol25 dataset.

The geometry in XYZ format:
```
59
C12H33ClO9P3S (ωB97M-V with the def2-TZVPD basis set)
O -5.20 2.58 2.48
P -4.01 2.18 1.77
S -2.56 1.64 3.35
Cl -1.07 2.96 3.17
H -3.39 3.26 1.11
H -4.17 1.10 0.87
H -1.96 0.44 3.05
O 2.50 0.72 0.99
P 3.16 1.80 0.23
O 2.04 2.22 -0.88
C 0.85 2.83 -0.43
C 1.08 4.27 0.02
O 4.17 1.00 -0.75
C 4.55 -0.35 -0.47
C 3.67 -1.33 -1.22
O 4.03 3.17 0.06
C 5.02 3.48 1.08
C 6.17 2.50 1.10
H 0.43 2.23 0.38
H 0.15 2.82 -1.26
H 1.71 4.31 0.91
H 0.13 4.75 0.25
H 1.59 4.84 -0.76
H 4.53 -0.54 0.61
H 5.59 -0.47 -0.78
H 2.62 -1.09 -1.12
H 3.83 -2.35 -0.85
H 3.91 -1.31 -2.28
H 4.54 3.53 2.05
H 5.39 4.48 0.84
H 5.85 1.52 1.47
H 6.97 2.86 1.75
H 6.57 2.35 0.09
O -1.47 -1.31 -1.48
P -2.60 -2.05 -0.89
O -3.57 -0.89 -0.26
C -4.30 -0.08 -1.19
C -5.45 -0.82 -1.84
O -1.91 -2.64 0.48
C -0.48 -2.71 0.60
C 0.07 -1.50 1.32
O -3.74 -3.20 -0.81
C -3.54 -4.43 -1.57
C -2.38 -5.25 -1.06
H -3.62 0.32 -1.95
H -4.70 0.77 -0.62
H -5.08 -1.61 -2.50
H -6.06 -0.15 -2.44
H -6.08 -1.29 -1.09
H -0.02 -2.83 -0.37
H -0.25 -3.61 1.17
H -0.34 -0.57 0.93
H 1.16 -1.46 1.24
H -0.19 -1.55 2.39
H -3.41 -4.18 -2.62
H -4.47 -4.99 -1.48
H -1.42 -4.77 -1.28
H -2.37 -6.23 -1.54
H -2.44 -5.39 0.02
```

Computed properties:
Calculated total energy ... -3036.395065 Ha
HOMO ... -12.33 eV
LUMO ... -5.79 eV
Total charge ... +1
Orbital gap ... 6.5441 eV

Löwdin population analysis, charges in e, atoms 1 to 4:
1. O -0.3881
2. P 0.5803
3. S 0.5220
4. Cl 0.2959